No. 1
ORCA calculation (ωB97M-V/def2-TZVPD) on a cluster of 12 separate species, C44H123N11O12 in total at a distorted geometry.

```
190
Properties=species:S:1:pos:R:3:lowdin_charge:R:1
C -6.2642 -5.1672 -2.5315 -0.09
O -5.7057 -6.1646 -1.6590 -0.19
C -4.4028 -5.8883 -1.0877 -0.18
C -3.2281 -5.6348 -2.0476 -0.42
C -2.8926 -6.7764 -3.0621 -0.04
N -2.0144 -5.2151 -1.2911 0.05
H -5.7824 -5.0704 -3.5044 0.08
H -6.1378 -4.2168 -2.0130 0.07
H -7.2773 -5.4593 -2.8078 0.09
H -4.4522 -5.0413 -0.4035 0.11
H -4.0976 -6.7995 -0.5733 0.12
H -3.6140 -4.7393 -2.5346 0.09
H -3.6324 -6.8657 -3.8576 0.07
H -2.8175 -7.7462 -2.5701 0.08
H -2.0229 -6.5853 -3.6908 0.06
H -1.2600 -5.2895 -1.9585 0.03
H -2.2310 -4.2566 -1.0575 -0.01
C -1.0954 2.1958 -2.2721 -0.04
O -1.3941 2.0283 -0.8391 -0.24
C -1.5756 3.2889 -0.0919 -0.13
C -2.8019 3.2670 0.8244 -0.43
C -4.1583 3.1865 0.0571 -0.05
N -2.9067 4.4537 1.6623 0.04
H -0.8830 1.2416 -2.7543 0.07
H -0.1960 2.7990 -2.3955 0.06
H -1.9529 2.6654 -2.7541 0.09
H -0.6455 3.4750 0.4452 0.11
H -1.8078 4.1563 -0.7098 0.12
H -2.7465 2.3785 1.4534 0.11
H -4.3006 2.2184 -0.4233 0.05
H -4.2920 4.0144 -0.6391 0.08
H -5.0611 3.2815 0.6604 0.07
H -3.7625 4.4549 2.1987 0.07
H -2.2043 4.4007 2.3862 0.01
C -3.8916 -1.8757 -5.3444 -0.09
O -4.2824 -1.7515 -3.9687 -0.18
C -3.1984 -1.8415 -3.0755 -0.21
C -3.7399 -2.0939 -1.6417 -0.38
C -4.4631 -0.9032 -1.0471 -0.04
N -2.6832 -2.5387 -0.7325 0.04
H -4.6983 -1.6552 -6.0435 0.09
H -3.5234 -2.8801 -5.5533 0.08
H -3.0612 -1.2110 -5.5824 0.08
H -2.4354 -2.5503 -3.3974 0.10
H -2.6327 -0.9135 -3.1589 0.11
H -4.4496 -2.9201 -1.6847 0.10
H -4.6793 -0.9210 0.0211 0.07
H -5.4141 -0.8740 -1.5789 0.08
H -3.9427 0.0274 -1.2737 0.07
H -2.0552 -1.7505 -0.6656 0.03
H -3.1349 -2.5533 0.1707 0.04
C 0.1463 7.4487 -2.2033 -0.12
O 0.9378 6.3394 -1.7581 -0.21
C 2.2784 6.3627 -2.4310 -0.13
C 3.1599 5.1209 -1.9952 -0.44
C 4.5411 5.1599 -2.5808 -0.08
N 2.5321 3.8584 -2.3126 0.06
H -0.0104 7.4607 -3.2819 0.08
H 0.6614 8.3364 -1.8362 0.08
H -0.7867 7.4903 -1.6413 0.08
H 2.1573 6.3855 -3.5140 0.10
H 2.8547 7.2715 -2.2577 0.12
H 3.3485 5.2502 -0.9294 0.12
H 5.2002 5.8909 -2.1123 0.06
H 4.4279 5.4463 -3.6264 0.07
H 5.1565 4.2603 -2.5681 0.09
H 2.3834 3.7993 -3.3099 0.02
H 1.6095 4.0142 -1.9324 0.05
C 2.7057 4.3392 2.9927 -0.10
O 3.5951 4.9173 2.0533 -0.23
C 4.5640 5.9057 2.5207 -0.18
C 5.4390 6.6359 1.5132 -0.45
C 6.1881 5.6073 0.6193 -0.04
N 6.2731 7.6130 2.1470 0.05
H 1.9905 3.7196 2.4516 0.08
H 2.2754 5.2069 3.4927 0.08
H 3.2467 3.7386 3.7239 0.09
H 3.9488 6.6973 2.9484 0.12
H 5.1592 5.5034 3.3404 0.13
H 4.7502 7.1941 0.8791 0.13
H 5.5330 4.8149 0.2574 0.06
H 7.0647 5.2202 1.1388 0.08
H 6.6009 6.1126 -0.2538 0.07
H 7.2374 7.3332 2.0381 0.07
H 6.1249 7.5437 3.1437 0.06
C -1.9681 3.1451 7.8734 -0.11
O -2.4685 3.0079 6.5377 -0.19
C -1.5911 2.1372 5.7529 -0.17
C -1.7221 2.5925 4.3060 -0.40
C -0.8533 1.8439 3.2716 -0.04
N -1.3857 4.0000 4.0606 0.03
H -2.1004 2.1862 8.3745 0.08
H -2.5098 3.7923 8.5632 0.08
H -0.9289 3.4702 7.9223 0.08
H -0.5360 2.2426 6.0054 0.12
H -1.8982 1.1004 5.8905 0.12
H -2.7887 2.4631 4.1228 0.13
H -1.0994 0.7855 3.1859 0.07
H 0.1508 1.7057 3.6726 0.08
H -0.7622 2.3600 2.3158 0.06
H -1.8697 4.5829 4.7284 0.08
H -0.4076 4.1713 4.2451 0.08
C 1.0803 -1.0362 -5.5634 -0.11
O 1.4175 0.1804 -6.2243 -0.18
C 1.2275 1.2544 -5.2830 -0.16
C 1.6761 2.6150 -5.9609 -0.41
C 3.1501 2.6419 -6.2481 -0.06
N 1.3701 3.7454 -5.0827 0.02
H 1.7297 -1.1088 -4.6910 0.08
H 1.3303 -1.8871 -6.1970 0.08
H 0.0292 -1.1573 -5.3016 0.08
H 0.2003 1.1971 -4.9229 0.11
H 1.9191 1.1379 -4.4486 0.11
H 1.1130 2.8228 -6.8708 0.13
H 3.6346 2.3733 -5.3093 0.08
H 3.6002 3.5779 -6.5788 0.08
H 3.3475 1.8605 -6.9820 0.08
H 0.3682 3.7425 -4.9552 0.07
H 1.3900 4.6806 -5.4636 0.08
C 2.7608 -5.3245 -4.5063 -0.08
O 2.6105 -4.5114 -3.3302 -0.18
C 1.3895 -3.8334 -3.2675 -0.21
C 1.2145 -2.7377 -2.1676 -0.41
C 1.4094 -3.4028 -0.8172 -0.06
N -0.1188 -2.2141 -2.1638 0.07
H 3.7197 -5.8390 -4.4444 0.09
H 2.6823 -4.7269 -5.4145 0.08
H 1.9956 -6.0991 -4.4548 0.08
H 1.1688 -3.4575 -4.2666 0.09
H 0.5860 -4.5515 -3.1035 0.11
H 1.9568 -1.9473 -2.2787 0.12
H 0.6676 -4.1865 -0.6636 0.07
H 1.3411 -2.7323 0.0395 0.06
H 2.4540 -3.7080 -0.7551 0.09
H -0.8419 -2.7318 -1.6849 0.03
H -0.0173 -1.3970 -1.5790 0.03
C 3.2387 -6.6827 4.7621 -0.10
O 2.1763 -5.7931 5.0915 -0.18
C 0.9528 -6.0414 4.4629 -0.20
C 0.8818 -6.4322 2.9424 -0.43
C 1.4475 -5.3607 1.9651 -0.05
N -0.4758 -6.8027 2.5836 0.04
H 2.9862 -7.7229 4.9675 0.09
H 4.1179 -6.3718 5.3265 0.09
H 3.5581 -6.5179 3.7331 0.08
H 0.4212 -6.8199 5.0100 0.12
H 0.4249 -5.0891 4.5144 0.10
H 1.5521 -7.2787 2.7939 0.11
H 1.5660 -5.7405 0.9503 0.07
H 2.4233 -4.9686 2.2519 0.07
H 0.7912 -4.4906 1.9813 0.06
H -0.7707 -7.5729 3.1667 0.06
H -0.5054 -7.2010 1.6559 0.07
C -0.6696 -2.1686 5.6548 -0.10
O -1.2679 -1.6931 4.4482 -0.25
C -2.2938 -2.5892 3.9153 -0.16
C -3.0844 -1.9288 2.7673 -0.42
C -3.8576 -0.7070 3.2881 -0.04
N -4.0579 -2.8702 2.2202 0.04
H -1.3823 -2.1590 6.4794 0.09
H 0.0039 -1.3862 6.0046 0.08
H -0.0525 -3.0260 5.3860 0.08
H -1.7624 -3.4624 3.5368 0.12
H -2.9039 -2.8533 4.7791 0.12
H -2.3366 -1.5916 2.0495 0.12
H -4.8368 -0.9864 3.6770 0.08
H -4.2073 -0.1403 2.4251 0.07
H -3.2511 -0.1895 4.0314 0.06
H -4.6215 -3.2552 2.9646 0.08
H -3.5731 -3.6782 1.8564 0.07
C 1.3876 -1.5070 2.5449 -0.03
O 1.3708 -0.2197 1.7331 -0.25
C 2.6229 0.5128 1.6865 -0.16
C 2.5961 1.4631 0.4766 -0.40
C 2.4102 0.6604 -0.8412 -0.05
N 3.8691 2.1628 0.3195 0.05
H 1.6542 -1.4509 3.6003 0.08
H 2.1683 -2.2027 2.2374 0.07
H 0.3848 -1.9023 2.3825 0.07
H 2.9151 0.9011 2.6622 0.12
H 3.3557 -0.2441 1.4068 0.12
H 1.8270 2.2317 0.5527 0.12
H 1.4647 0.1213 -0.7833 0.04
H 3.1801 -0.0806 -1.0562 0.08
H 2.2542 1.2772 -1.7263 0.05
H 3.7210 2.8274 -0.4265 0.04
H 4.1108 2.7793 1.0821 0.04
O -0.9102 -0.3221 0.0497 -0.06
H -0.1940 -0.1517 0.6614 0.01
H -1.0356 0.5078 -0.4104 -0.01
```

LUMO	0.53	eV
energy	-88575.1597	eV
HOMO	-8.306	eV
relative energy (zero: lowest compared OMol25 entry of this formula, charge and spin)	78.49	kcal/mol
max |F|	3.04	eV Å⁻¹

No. 2
ORCA calculation (ωB97M-V/def2-TZVPD) on a cluster of 9 separate species, C30H78BN2O11 in total at a distorted geometry.

```
122
Properties=species:S:1:pos:R:3:lowdin_charge:R:1
C 3.2539 -2.0309 1.9872 0.06
C 3.7052 -1.8223 3.2235 -0.11
C 4.7704 -0.7994 3.5081 -0.24
C 5.0002 -0.5639 5.0260 -0.14
N 4.1040 0.4027 5.6643 -0.02
C 4.0422 1.6047 4.8416 -0.11
C 3.4271 1.2270 3.4837 -0.30
O 3.0543 2.3605 2.7634 0.13
B 1.6420 2.4531 2.6228 -0.79
O 1.1444 2.1715 1.3824 0.22
O 0.8711 2.7953 3.7010 0.20
N 4.4819 0.4786 2.7620 0.17
H 2.2008 -2.1411 1.7849 0.08
H 3.9589 -2.0682 1.1593 0.06
H 3.3095 -2.3723 4.0676 0.12
H 5.7027 -1.1973 3.0999 0.16
H 4.8566 -1.5127 5.5253 0.13
H 6.0190 -0.2100 5.1588 0.13
H 3.1602 0.0343 5.7043 0.12
H 3.4332 2.3898 5.2681 0.14
H 5.0506 1.9745 4.6593 0.14
H 2.5755 0.5735 3.6634 0.16
H 0.5204 1.4388 1.4731 0.12
H 0.7021 2.0410 4.2817 0.11
H 4.2236 0.3052 1.7857 0.19
H 5.3295 1.0493 2.7560 0.19
C -2.8824 2.6530 6.0381 -0.05
C -2.1827 1.9738 4.8730 -0.49
C -3.1187 1.8061 3.6886 -0.06
O -1.6659 0.6974 5.2811 -0.07
H -3.7272 2.0503 6.3809 0.09
H -2.2011 2.7655 6.8819 0.08
H -3.2525 3.6386 5.7561 0.09
H -1.3207 2.5640 4.5721 0.11
H -3.9727 1.1782 3.9560 0.09
H -2.6041 1.3132 2.8595 0.08
H -3.4924 2.7697 3.3430 0.07
H -2.4098 0.1502 5.5558 0.09
C 7.7631 -2.6564 -1.1663 -0.06
C 6.9062 -3.7197 -0.4994 -0.48
C 6.5685 -4.8473 -1.4603 -0.05
O 5.6954 -3.1287 0.0022 -0.09
H 7.2318 -2.2102 -2.0115 0.08
H 7.9935 -1.8525 -0.4656 0.07
H 8.6998 -3.0765 -1.5313 0.09
H 7.4300 -4.1223 0.3675 0.14
H 6.0008 -4.4663 -2.3143 0.08
H 5.9511 -5.6008 -0.9687 0.08
H 7.4706 -5.3305 -1.8342 0.09
H 5.2179 -2.7677 -0.7546 0.08
C -4.5272 3.5209 -1.0799 -0.05
C -4.2080 4.1276 0.2771 -0.48
C -2.7181 4.0548 0.5781 -0.06
O -4.9451 3.4553 1.3023 -0.06
H -4.2474 2.4637 -1.1030 0.09
H -5.5968 3.5775 -1.2822 0.06
H -3.9956 4.0372 -1.8800 0.08
H -4.5352 5.1672 0.2992 0.14
H -2.3843 3.0131 0.6044 0.07
H -2.5022 4.4904 1.5548 0.08
H -2.1355 4.5855 -0.1759 0.08
H -4.6748 2.5292 1.3055 0.08
C 1.4025 6.3792 2.8421 -0.05
C 1.7402 6.9763 4.1980 -0.49
C 3.2256 6.8559 4.5029 -0.06
O 0.9782 6.3261 5.2142 -0.05
H 1.6505 5.3134 2.8272 0.06
H 0.3348 6.4650 2.6398 0.08
H 1.9493 6.8723 2.0371 0.09
H 1.4476 8.0260 4.2197 0.14
H 3.5253 5.8029 4.5295 0.07
H 3.4508 7.2826 5.4801 0.08
H 3.8288 7.3680 3.7520 0.08
H 1.2192 5.3933 5.2103 0.07
C 2.5457 -6.3160 -2.1801 -0.04
C 1.9235 -5.7393 -0.9195 -0.48
C 1.5067 -4.2938 -1.1192 -0.06
O 2.8498 -5.8324 0.1692 -0.06
H 3.4456 -5.7564 -2.4536 0.07
H 2.8441 -7.3524 -2.0199 0.08
H 1.8476 -6.2779 -3.0160 0.06
H 1.0555 -6.3342 -0.6353 0.14
H 2.3829 -3.6777 -1.3555 0.07
H 1.0717 -3.9007 -0.1969 0.07
H 0.7785 -4.1868 -1.9270 0.05
H 3.6276 -5.3111 -0.0617 0.06
C 0.2234 -4.2046 -6.0786 -0.05
C -0.3031 -5.1042 -4.9732 -0.49
C -1.6528 -5.7004 -5.3389 -0.06
O -0.4138 -4.3621 -3.7524 -0.08
H -0.4579 -3.3671 -6.2524 0.06
H 1.1895 -3.7805 -5.8008 0.08
H 0.3410 -4.7536 -7.0138 0.08
H 0.4096 -5.9070 -4.7808 0.12
H -2.3912 -4.9082 -5.4903 0.08
H -2.0209 -6.3388 -4.5352 0.08
H -1.5890 -6.2925 -6.2523 0.08
H -1.0423 -3.6474 -3.9055 0.09
C -8.1395 1.3623 -1.1724 -0.06
C -8.7069 1.6749 0.2045 -0.50
C -9.5360 2.9500 0.1840 -0.06
O -7.6505 1.7966 1.1553 -0.06
H -7.4809 2.1683 -1.5062 0.06
H -7.5454 0.4480 -1.1423 0.08
H -8.9332 1.2375 -1.9103 0.08
H -9.3252 0.8418 0.5408 0.14
H -8.9172 3.8032 -0.1080 0.08
H -9.9338 3.1623 1.1763 0.08
H -10.3690 2.8712 -0.5160 0.08
H -7.0820 2.5307 0.8860 0.05
C -2.2956 -1.6390 -9.7567 -0.06
C -2.7034 -1.5924 -8.2926 -0.50
C -3.8088 -0.5749 -8.0564 -0.06
O -1.5693 -1.2804 -7.4794 -0.07
H -1.9103 -0.6674 -10.0775 0.08
H -1.5012 -2.3700 -9.9093 0.08
H -3.1394 -1.9035 -10.3949 0.08
H -3.0420 -2.5800 -7.9760 0.13
H -3.4687 0.4286 -8.3265 0.08
H -4.0881 -0.5506 -7.0027 0.08
H -4.6955 -0.8091 -8.6463 0.08
H -1.2497 -0.4099 -7.7401 0.09
```

net charge	+1
LUMO	-2.96	eV
energy	-58549.0459	eV
HOMO	-11.262	eV
max |F|	2.40	eV Å⁻¹

Look up the LUMO of the second one. -2.96 eV